(1)
Entry from OMol25: a molecular structure, C25H30ClGeO5ReTe in a non-equilibrium geometry (ωB97M-V/def2-TZVPD).

Structure (ORCA input):
```
! RIJCOSX wB97M-V def2-TZVPD def2/J DEFGRID3
* xyz -1 4
Re 1.013 1.325 0.842
O 2.620 4.199 0.190
Cl 1.717 3.265 -0.485
O 2.354 2.761 -1.691
O 0.488 3.984 -0.845
O 1.918 2.129 2.594
C 0.703 5.125 2.463
Te 0.846 3.337 3.554
C 2.566 4.067 4.566
H 0.288 5.845 3.172
H 0.046 4.966 1.615
H 1.689 5.417 2.115
H 3.246 4.499 3.835
H 3.042 3.216 5.050
H 2.276 4.808 5.312
C 0.701 -0.241 0.172
Ge 0.375 -1.760 -0.922
C 0.006 -1.142 -2.736
C 0.607 0.040 -3.175
C 0.373 0.521 -4.456
C -0.468 -0.171 -5.318
C -1.076 -1.344 -4.894
C -0.839 -1.822 -3.610
C 1.947 -2.921 -0.938
C 3.078 -2.591 -0.195
C 4.206 -3.404 -0.217
C 4.217 -4.560 -0.984
C 3.097 -4.902 -1.732
C 1.975 -4.085 -1.707
C -1.147 -2.838 -0.335
C -2.454 -2.392 -0.543
C -3.544 -3.112 -0.072
C -3.344 -4.298 0.620
C -2.054 -4.757 0.838
C -0.968 -4.031 0.364
H 1.240 0.614 -2.506
H 0.840 1.446 -4.771
H -0.655 0.208 -6.315
H -1.742 -1.884 -5.558
H -1.327 -2.737 -3.290
H 3.075 -1.684 0.399
H 5.078 -3.129 0.364
H 5.097 -5.191 -1.004
H 3.101 -5.801 -2.337
H 1.109 -4.363 -2.300
H -2.627 -1.465 -1.080
H -4.549 -2.744 -0.243
H -4.192 -4.863 0.990
H -1.890 -5.681 1.380
H 0.036 -4.402 0.542
C -2.417 3.765 1.613
C -1.893 2.331 1.684
C -2.426 1.617 2.924
C -2.318 1.577 0.432
O -0.470 2.400 1.778
H -3.504 3.786 1.501
H -1.966 4.273 0.759
H -2.163 4.317 2.523
H -3.516 1.546 2.899
H -2.139 2.150 3.834
H -2.013 0.608 2.972
H -3.408 1.577 0.352
H -1.963 0.547 0.468
H -1.895 2.048 -0.458
*
```

Computed properties:
LUMO level (spin up / spin down), eV: 1.984 / 1.960
Maximum force, eV/A: 1.18
Highest occupied orbital energy (spin up / spin down), eV: -3.5 / -5.2
Energy relative to the best compared isomer or geometry (same formula, charge and spin), kJ/mol: 0.0
HOMO-LUMO gap (spin up / spin down), eV: 5.468 / 7.112
Calculated total energy, eV: -115102.883

(2)
Entry from OMol25: 2 unconnected molecules or ions with the total composition C5H11N in a non-equilibrium geometry (ωB97M-V/def2-TZVPD).

Structure (ORCA input):
```
! RIJCOSX wB97M-V def2-TZVPD def2/J DEFGRID3
* xyz 0 1
C -1.202 0.728 0.497
C -0.336 1.734 0.266
C -0.704 2.935 -0.546
H -0.698 -0.212 0.708
H -2.150 0.559 0.991
H 0.735 1.531 0.298
H -1.790 2.982 -0.746
H -0.720 3.869 0.030
H -0.283 3.150 -1.525
C -0.013 -2.141 -0.754
C 0.631 -2.256 0.428
N 2.009 -2.268 0.504
H 0.502 -2.174 -1.707
H -1.012 -1.768 -0.689
H 0.001 -2.249 1.310
H 2.405 -1.634 -0.165
H 2.624 -2.784 1.098
*
```

Computed properties:
LUMO level, eV: 1.123
Maximum force, eV/A: 3.40
Highest occupied orbital energy, eV: -8.3
Energy relative to the best compared isomer or geometry (same formula, charge and spin), kJ/mol: 309.4
HOMO-LUMO gap, eV: 9.392
SMILES: C=CC.C=CN
Calculated total energy, eV: -6850.322

(3)
Entry from OMol25: a single C4H7NO molecule (ωB97M-V/def2-TZVPD).

Structure (ORCA input):
```
! RIJCOSX wB97M-V def2-TZVPD def2/J DEFGRID3
* xyz 0 1
O 0.927 -0.021 1.806
C 0.883 0.343 0.449
C 0.804 -0.626 -0.792
N -0.439 0.037 -1.279
C -1.397 -0.212 -0.212
C -0.428 0.899 -0.058
H 0.018 -0.103 2.126
H 1.758 0.969 0.277
H 0.697 -1.708 -0.666
H 1.620 -0.425 -1.494
H -1.273 -1.126 0.370
H -2.422 0.034 -0.468
H -0.748 1.939 -0.059
*
```

Computed properties:
LUMO level, eV: 0.936
Maximum force, eV/A: 0.42
Highest occupied orbital energy, eV: -9.5
Energy relative to the best compared isomer or geometry (same formula, charge and spin), kJ/mol: 284.1
HOMO-LUMO gap, eV: 10.455
SMILES: O[C@H]1CN2C[C@@H]12
Calculated total energy, eV: -7796.700

(4)
Entry from OMol25: 3 unconnected molecules or ions with the total composition C21H40N2O5S in a non-equilibrium geometry (ωB97M-V/def2-TZVPD).

Structure (ORCA input):
```
! RIJCOSX wB97M-V def2-TZVPD def2/J DEFGRID3
* xyz 0 1
C 3.648 3.007 3.220
C 3.259 2.275 2.350
C 2.768 1.338 1.351
C 3.952 0.624 0.635
C 4.643 -0.432 1.481
O 5.756 -0.933 0.733
C 1.903 0.225 2.009
O 1.933 -0.126 3.142
N 1.015 -0.282 0.998
C 0.522 0.980 0.421
C -0.195 0.747 -0.900
C -1.686 0.338 -0.812
C -2.341 0.519 0.559
C -3.792 0.033 0.525
N -4.748 0.814 1.335
C -5.942 0.001 1.581
C -4.179 1.246 2.586
C -3.776 2.694 2.636
O -4.104 0.530 3.538
C 1.784 1.891 0.272
S 1.306 3.632 0.603
H 4.001 3.698 3.939
H 4.678 1.397 0.380
H 3.586 0.167 -0.288
H 5.017 0.018 2.404
H 3.968 -1.252 1.735
H 5.720 -1.892 0.744
H 1.563 -0.764 0.287
H -0.065 1.484 1.189
H -0.080 1.635 -1.523
H 0.350 -0.056 -1.405
H -1.810 -0.694 -1.147
H -2.245 0.958 -1.518
H -2.288 1.575 0.821
H -1.773 -0.057 1.292
H -3.834 -1.024 0.820
H -4.148 0.082 -0.509
H -6.382 -0.297 0.631
H -6.670 0.585 2.144
H -5.717 -0.896 2.170
H -2.946 2.840 3.324
H -3.519 3.046 1.639
H -4.651 3.268 2.948
H 2.215 1.889 -0.727
H -0.010 3.482 0.410
C 8.312 -0.676 -1.338
C 8.873 -2.055 -1.035
C 10.382 -2.025 -0.852
O 8.512 -2.983 -2.059
H 8.738 -0.290 -2.270
H 7.231 -0.722 -1.453
H 8.541 0.027 -0.537
H 8.407 -2.441 -0.126
H 10.866 -1.682 -1.771
H 10.761 -3.022 -0.628
H 10.670 -1.353 -0.043
H 8.905 -2.675 -2.883
C -9.110 -0.850 -3.185
C -7.738 -1.128 -2.591
C -7.211 -2.492 -3.011
O -7.778 -1.024 -1.168
H -9.830 -1.595 -2.835
H -9.468 0.132 -2.877
H -9.084 -0.886 -4.275
H -7.039 -0.353 -2.912
H -7.880 -3.280 -2.656
H -6.226 -2.671 -2.580
H -7.136 -2.571 -4.096
H -8.388 -1.694 -0.839
*
```

Computed properties:
LUMO level, eV: 0.527
Maximum force, eV/A: 1.21
Highest occupied orbital energy, eV: -8.9
HOMO-LUMO gap, eV: 9.409
SMILES: C#C[C@@]1(CCO)C(=O)N[C@H](CCCCN(C)C(C)=O)[C@H]1S.CC(C)O.CC(C)O
Calculated total energy, eV: -46475.804

(5)
Entry from OMol25: a molecular structure, C38H32F4MnN6O5 (ωB97M-V/def2-TZVPD).

Structure (ORCA input):
```
! RIJCOSX wB97M-V def2-TZVPD def2/J DEFGRID3
* xyz 2 4
Mn -1.262 1.621 -3.179
O -1.833 5.404 0.110
C -3.154 5.084 0.147
C -3.895 5.588 1.206
C -5.249 5.325 1.288
C -5.897 4.569 0.313
C -5.167 4.058 -0.737
C -3.788 4.291 -0.818
C -3.054 3.662 -1.908
O -1.906 2.877 -1.564
N -3.338 3.746 -3.141
N -2.530 2.949 -3.935
C -2.618 3.043 -5.205
C -1.670 2.220 -5.967
C -1.764 2.069 -7.335
C -0.842 1.244 -7.973
C 0.131 0.619 -7.221
C 0.163 0.832 -5.847
N -0.709 1.614 -5.226
H -1.469 5.333 -0.779
H -3.395 6.205 1.940
H -5.815 5.731 2.116
H -6.959 4.384 0.378
H -5.640 3.459 -1.504
H -3.336 3.694 -5.693
H -2.544 2.569 -7.892
H -0.894 1.096 -9.043
H 0.865 -0.029 -7.677
H 0.913 0.363 -5.223
C 0.004 -5.208 -0.080
C 0.894 -4.641 -1.171
N 0.714 -3.188 -1.339
C -0.190 -2.762 -2.232
C -0.494 -1.453 -2.486
C -1.635 -1.220 -3.467
O -1.926 -2.121 -4.229
O -2.237 -0.085 -3.361
C 0.260 -0.444 -1.827
O 0.198 0.792 -2.096
C 1.169 -0.899 -0.784
C 1.833 0.034 0.025
C 2.658 -0.389 1.024
F 3.320 0.533 1.751
C 2.865 -1.757 1.300
C 2.209 -2.674 0.501
C 1.373 -2.265 -0.547
N 3.692 -2.221 2.341
C 4.071 -1.378 3.468
C 4.652 -2.283 4.566
N 4.058 -3.653 4.408
C 4.586 -4.320 3.160
C 4.686 -3.246 2.069
H 0.140 -6.286 -0.006
H -1.046 -5.017 -0.301
H 0.228 -4.765 0.891
H 0.675 -5.094 -2.136
H 1.950 -4.831 -0.982
H -0.714 -3.524 -2.798
H 1.700 1.091 -0.162
H 2.312 -3.725 0.728
H 3.188 -0.861 3.838
H 4.826 -0.628 3.217
H 4.420 -1.920 5.564
H 5.730 -2.409 4.482
H 3.044 -3.552 4.323
H 4.242 -4.232 5.228
H 3.890 -5.118 2.908
H 5.552 -4.753 3.410
H 4.518 -3.697 1.095
H 5.693 -2.815 2.049
F 0.551 0.785 6.657
C 0.019 -0.117 5.829
F 0.994 -1.054 5.612
F -0.966 -0.744 6.473
C -0.419 0.483 4.525
C 0.343 1.497 3.958
C -0.013 2.009 2.723
C -1.135 1.509 2.059
C -1.903 0.504 2.645
C -1.542 -0.011 3.878
C -1.479 2.027 0.767
C -1.744 2.434 -0.323
H 1.201 1.893 4.484
H 0.561 2.807 2.273
H -2.778 0.131 2.131
H -2.139 -0.786 4.340
*
```

Computed properties:
LUMO level (spin up / spin down), eV: -5.287 / -5.474
Maximum force, eV/A: 0.27
Highest occupied orbital energy (spin up / spin down), eV: -12.9 / -12.3
HOMO-LUMO gap (spin up / spin down), eV: 7.564 / 6.782
Calculated total energy, eV: -101279.448

(6)
Entry from OMol25: a single C4H9N3S molecule in a non-equilibrium geometry (ωB97M-V/def2-TZVPD).

Structure (ORCA input):
```
! RIJCOSX wB97M-V def2-TZVPD def2/J DEFGRID3
* xyz 0 1
C 3.115 0.260 0.183
N 2.101 -0.450 -0.046
N 0.928 0.323 -0.046
C -0.155 -0.389 -0.162
C -0.222 -1.897 -0.234
N -1.343 0.330 -0.245
C -1.281 1.778 -0.205
S -2.835 -0.400 0.100
H 4.095 -0.252 0.166
H 3.058 1.368 0.372
H -0.654 -2.318 0.699
H 0.745 -2.290 -0.379
H -0.892 -2.211 -1.047
H -2.251 2.175 -0.534
H -0.508 2.141 -0.867
H -1.060 2.127 0.788
H -2.841 -0.296 1.456
*
```

Computed properties:
LUMO level, eV: 0.671
Maximum force, eV/A: 1.65
Highest occupied orbital energy, eV: -8.7
Energy relative to the best compared isomer or geometry (same formula, charge and spin), kJ/mol: 194.9
HOMO-LUMO gap, eV: 9.365
SMILES: C=N/N=C(\C)N(C)S
Calculated total energy, eV: -19597.617

(7)
Entry from OMol25: 2 unconnected molecules or ions with the total composition C4H13NS in a non-equilibrium geometry (ωB97M-V/def2-TZVPD).

Structure (ORCA input):
```
! RIJCOSX wB97M-V def2-TZVPD def2/J DEFGRID3
* xyz 1 2
C 1.186 -1.209 0.863
N 1.102 -0.440 -0.378
C 2.299 0.294 -0.780
H 0.311 -1.843 0.970
H 2.094 -1.817 0.939
H 1.234 -0.519 1.714
H 0.300 1.192 0.457
H 0.852 -1.101 -1.113
H 2.571 1.028 -0.016
H 2.067 0.838 -1.693
H 3.173 -0.340 -0.939
C -2.252 -0.329 0.060
C -2.211 1.180 -0.126
S -0.762 2.050 0.536
H -1.686 -0.656 0.932
H -1.798 -0.849 -0.780
H -3.282 -0.653 0.185
H -3.013 1.735 0.361
H -2.185 1.439 -1.190
*
```

Computed properties:
LUMO level (spin up / spin down), eV: -2.989 / -8.347
Maximum force, eV/A: 1.04
Highest occupied orbital energy (spin up / spin down), eV: -13.7 / -13.3
Energy relative to the best compared isomer or geometry (same formula, charge and spin), kJ/mol: 132.4
HOMO-LUMO gap (spin up / spin down), eV: 10.721 / 4.948
Calculated total energy, eV: -16675.000